1.
C5H9ClN2O in the gas phase in a non-equilibrium geometry, computed with the ωB97M-V functional and the def2-TZVPD basis.

Multiplicity: 1
Frontier orbital gap (eV): 9.8
Structure (SMILES): O=NN1CCC(Cl)CC1
LUMO level (eV): 0.48
Energy relative to the best compared isomer or geometry (same formula, charge and spin) (kcal per mole): 64.1

Each line ends with the natural charge from an NBO analysis.
Element x y z (Å)
O (-2.74563, -1.50703, -0.05748)  -0.509
N (-1.75119, -1.22413, -0.92268)  0.228
N (-0.97647, -0.28765, -0.55200)  -0.189
C (-0.20597, 0.34371, -1.49045)  -0.229
C (1.03863, 0.95324, -0.74212)  -0.428
C (1.51299, -0.12032, 0.37518)  -0.175
Cl (2.03353, -1.68045, -0.43478)  -0.098
C (0.37917, -0.37586, 1.42902)  -0.424
C (-1.03169, 0.11742, 0.79176)  -0.271
H (-0.88357, 1.18737, -1.76564)  0.207
H (0.07928, -0.36368, -2.28095)  0.252
H (1.95326, 1.41352, -1.30091)  0.254
H (0.59490, 1.62977, 0.05368)  0.214
H (2.49482, 0.28295, 0.74267)  0.233
H (0.48790, 0.19784, 2.25425)  0.215
H (0.19432, -1.39403, 1.76423)  0.244
H (-1.34035, 1.21575, 0.93936)  0.203
H (-1.83392, -0.38842, 1.19684)  0.273

***

2.
2 unconnected molecules or ions with the total composition C2H4BrO4S in a non-equilibrium geometry, computed with the ωB97M-V functional and the def2-TZVPD basis.

Multiplicity: 1
Frontier orbital gap (eV): 8.7
LUMO level (eV): 3.58
Energy relative to the best compared isomer or geometry (same formula, charge and spin) (kcal per mole): 35.7
Charge: -1

Each line ends with the natural charge from an NBO analysis.
Element x y z (Å)
C (0.12023, -1.90404, -0.22723)  -0.789
C (0.77464, -1.00113, 0.44706)  0.558
O (-0.93333, 0.88638, -1.28902)  -0.916
O (-1.11824, 1.49546, 1.18342)  -0.935
O (-0.29714, 3.12536, -0.66190)  -0.943
O (0.65916, -0.45433, 1.54263)  -0.700
S (-0.10526, 1.78959, -0.14400)  1.733
Br (2.67231, 0.05620, -0.40234)  -0.467
H (0.52572, -2.28590, -1.10207)  0.226
H (-0.80149, -2.33049, 0.24512)  0.228
H (-0.80509, -0.02322, -1.13882)  0.493
H (-0.69153, 0.64612, 1.54715)  0.511

***

3.
C19H26N4O3S in the gas phase in a non-equilibrium geometry, computed with the ωB97M-V functional and the def2-TZVPD basis.

Multiplicity: 1
Frontier orbital gap (eV): 8.2
Structure (SMILES): CCN(CC)S(=O)(=O)c1ccc(N2CCN(c3ccccc3O)CC2)nc1
LUMO level (eV): 0.73
Energy relative to the best compared isomer or geometry (same formula, charge and spin) (kcal per mole): 75.5

Each line ends with the natural charge from an NBO analysis.
Element x y z (Å)
C (-3.46403, -2.49768, 1.03348)  -0.634
C (-4.05987, -1.10208, 1.22213)  -0.231
N (-3.83447, -0.18510, 0.12973)  -0.678
C (-4.22117, -0.56230, -1.20990)  -0.232
C (-5.72885, -0.74994, -1.34141)  -0.614
S (-2.50501, 0.80651, 0.25246)  2.336
O (-2.61044, 1.78338, -0.79220)  -0.946
O (-2.43045, 1.25809, 1.61294)  -0.951
C (-1.06913, -0.19656, -0.06505)  -0.394
C (-0.60416, -0.39690, -1.35820)  -0.135
C (0.57663, -1.07508, -1.54808)  -0.302
C (1.30343, -1.49055, -0.41291)  0.429
N (2.54827, -2.04984, -0.48243)  -0.414
C (3.49174, -1.65117, -1.50792)  -0.230
C (4.42230, -0.54738, -0.92177)  -0.237
N (3.77936, 0.10578, 0.19505)  -0.440
C (2.73520, 1.00213, -0.05619)  0.183
C (2.45146, 1.43627, -1.35509)  -0.280
C (1.43024, 2.32282, -1.64458)  -0.216
C (0.62778, 2.81314, -0.63619)  -0.232
C (0.91054, 2.43790, 0.66378)  -0.264
C (1.95231, 1.57653, 0.96903)  0.245
O (2.20209, 1.29960, 2.29229)  -0.688
C (3.71245, -0.84021, 1.29585)  -0.246
C (3.23483, -2.22502, 0.78451)  -0.245
N (0.77799, -1.39260, 0.81562)  -0.507
C (-0.36373, -0.76208, 0.97922)  0.075
H (-3.96322, -3.02937, 0.22673)  0.203
H (-2.40131, -2.44014, 0.80938)  0.213
H (-3.59410, -3.06894, 1.94890)  0.220
H (-3.61818, -0.61698, 2.09363)  0.235
H (-5.13879, -1.18383, 1.38932)  0.199
H (-3.90128, 0.26749, -1.84173)  0.236
H (-3.69896, -1.47385, -1.53674)  0.176
H (-6.06624, -1.62091, -0.78531)  0.201
H (-6.24326, 0.12879, -0.96334)  0.218
H (-5.98797, -0.88700, -2.38801)  0.218
H (-1.16284, 0.00530, -2.18852)  0.236
H (0.93998, -1.25675, -2.54597)  0.221
H (4.07869, -2.52668, -1.80422)  0.203
H (2.96078, -1.28077, -2.38111)  0.209
H (4.71280, 0.17203, -1.68574)  0.215
H (5.33907, -1.00101, -0.53461)  0.203
H (3.03270, 1.07232, -2.18589)  0.203
H (1.25748, 2.60990, -2.67081)  0.210
H (-0.20467, 3.46401, -0.84422)  0.228
H (0.29931, 2.81495, 1.47332)  0.214
H (1.54820, 1.76826, 2.82602)  0.488
H (3.03310, -0.47270, 2.05466)  0.259
H (4.71427, -0.92742, 1.73097)  0.190
H (4.07609, -2.89932, 0.60752)  0.192
H (2.54957, -2.67963, 1.49621)  0.245
H (-0.72158, -0.67119, 1.99545)  0.212